No. 1
Entry from the OMol25 dataset: C4H9NS in the gas phase (ωB97M-V/def2-TZVPD).

The SMILES is NC/C=C/CS. The value obtained for the highest occupied orbital energy is -8.709 eV. The value obtained for the orbital gap is 9.695 eV. The value obtained for the relative energy (zero: lowest compared OMol25 entry of this formula, charge and spin) is 50.99 kcal/mol. For the calculated total energy, the calculation gives -16617.243 eV.

Each line ends with the Mulliken charge.
CARTESIAN COORDINATES (ANGSTROEM)
N1 -3.33307 0.01028 -0.37099  -0.565
C1 -2.26627 -0.38700 0.39495  -0.394
C2 -0.94026 0.21739 -0.19709  -0.363
C3 0.16572 0.49719 0.48464  -0.149
C4 1.39133 0.92220 -0.12724  -0.759
S1 2.55712 -0.48148 -0.02889  -0.214
H1 -3.64328 -0.70910 -0.98168  0.209
H2 -4.10455 0.19854 0.21658  0.233
H3 -2.40617 0.07589 1.34789  0.358
H4 -2.13713 -1.48143 0.58609  0.229
H5 -1.01116 0.10607 -1.19695  0.389
H6 0.38245 0.00142 1.46974  0.232
H7 1.97676 1.53907 0.55101  0.303
H8 1.36126 1.38387 -1.13420  0.364
H9 1.89620 -0.98132 -1.13097  0.127

Cartesian forces (eV/Å) of the 6 atoms listed first:
-2.0 0.5 -1.8
4.1 -0.3 1.6
-1.2 -1.5 3.9
-1.1 -1.7 0.6
2.4 0.9 0.0
-0.6 -0.7 -1.9

---

No. 2
Entry from the OMol25 dataset: 2 unconnected molecules or ions with the total composition H3N3O4 (ωB97M-V/def2-TZVPD).

The expectation value of S² is 2.010. The value obtained for the highest occupied orbital energy (spin up / spin down) is -9.575 / -9.568 eV. The value obtained for the orbital gap (spin up / spin down) is 9.113 / 5.556 eV. The multiplicity is 3. The value obtained for the relative energy (zero: lowest compared OMol25 entry of this formula, charge and spin) is 52.94 kcal/mol. For the calculated total energy, the calculation gives -12696.700 eV.

Each line ends with the Mulliken charge.
CARTESIAN COORDINATES (ANGSTROEM)
N1 -2.04145 0.08332 -0.23449  -0.507
N2 1.22511 0.22901 -0.72199  -0.163
N3 1.60696 -0.88779 0.04226  1.034
O1 0.98145 -1.09812 1.07228  -0.457
O2 2.45618 -1.58233 -0.49345  -0.515
O3 1.15812 1.63321 0.99919  -0.122
O4 0.97971 1.36241 -0.21574  0.199
H1 -1.88826 0.73884 0.51350  0.182
H2 -1.44728 -0.58203 -0.74148  0.189
H3 -3.03054 0.10348 -0.22009  0.162

Cartesian forces (eV/Å) of the 6 atoms listed first:
-0.3 0.8 0.2
1.8 -4.2 -3.9
-0.2 -0.7 1.6
0.7 0.1 -0.7
-1.0 1.0 0.5
1.1 0.3 4.3

---

No. 3
Entry from the OMol25 dataset: a molecular structure, C12H47AlF3O11 (ωB97M-V/def2-TZVPD).

The value obtained for the highest occupied orbital energy is -5.471 eV. Its total charge is -1. The value obtained for the orbital gap is 7.661 eV. For the calculated total energy, the calculation gives -50474.771 eV.

Each line ends with the Mulliken charge.
CARTESIAN COORDINATES (ANGSTROEM)
F1 2.29911 1.16650 3.83305  -0.268
C1 1.51511 1.65620 2.77622  0.477
F2 2.11037 1.07716 1.65763  -0.263
F3 1.93381 2.98102 2.68134  -0.288
Al1 -0.55319 1.34222 2.90865  -0.050
H1 -0.69918 -0.00676 3.80488  -0.286
H2 -1.22756 2.66155 3.60055  -0.307
H3 -1.06526 1.16728 1.40654  0.003
C2 -0.69629 -0.02443 -1.40874  -0.326
O1 -2.03233 0.46204 -1.39045  -0.482
H4 -0.68020 -0.94522 -0.82829  0.228
H5 -0.34526 -0.23866 -2.42162  0.240
H6 -0.00596 0.67355 -0.92733  0.102
H7 -2.04983 1.31483 -1.82943  0.276
C3 2.68273 -1.54824 -3.69790  -0.199
O2 1.36317 -1.05871 -3.92201  -0.433
H8 2.58440 -2.43316 -3.07874  -0.156
H9 3.18508 -1.83172 -4.62832  0.283
H10 3.30347 -0.82072 -3.16720  0.318
H11 1.40591 -0.25816 -4.44879  0.235
C4 3.01830 -5.64904 -1.83985  -0.634
O3 3.51305 -4.33342 -2.03422  -0.464
H12 2.82662 -6.05953 -2.82951  0.213
H13 3.73953 -6.28821 -1.32233  0.317
H14 2.07771 -5.64705 -1.28366  0.253
H15 3.66563 -3.93283 -1.16940  0.259
C5 -4.63347 -0.71612 3.34066  -0.543
O4 -4.19898 0.62809 3.31101  -0.408
H16 -3.73184 -1.32404 3.37164  0.202
H17 -5.23645 -0.94320 4.22753  0.265
H18 -5.20366 -0.98980 2.44660  0.255
H19 -4.95867 1.21143 3.27363  0.237
C6 0.94362 0.01568 7.10641  -0.447
O5 1.73537 -0.93606 6.41226  -0.515
H20 0.44449 -0.50482 7.92254  0.245
H21 1.55623 0.81867 7.53005  0.230
H22 0.18815 0.45777 6.45242  0.144
H23 2.10834 -0.48855 5.64527  0.312
C7 -0.08735 3.96933 -0.80005  -0.153
O6 -1.31523 3.89077 -0.10955  -0.407
H24 0.04005 3.03321 -1.34214  0.061
H25 -0.07135 4.78781 -1.53109  0.036
H26 0.76206 4.07889 -0.11737  0.246
H27 -1.42828 4.65930 0.46111  0.256
C8 0.22047 -3.96250 -3.50603  -0.624
O7 -0.21780 -5.31660 -3.33451  -0.586
H28 0.31749 -3.52889 -2.51430  0.180
H29 1.19138 -3.91581 -3.99950  0.329
H30 -0.49824 -3.36780 -4.07284  0.368
H31 -0.30431 -5.71340 -4.20448  0.282
C9 -2.16133 6.55304 2.69692  -0.605
O8 -2.29229 5.28768 2.07936  -0.465
H32 -2.06396 7.28614 1.89751  0.240
H33 -3.03938 6.81343 3.29634  0.238
H34 -1.27186 6.61175 3.33049  0.276
H35 -2.32899 4.59481 2.74874  0.250
C10 0.16685 5.96904 -4.51584  -0.557
O9 -0.03185 4.56611 -4.47319  -0.451
H36 0.59104 6.24936 -3.55427  0.192
H37 0.86689 6.26545 -5.30314  0.278
H38 -0.77120 6.51538 -4.65074  0.268
H39 -0.41359 4.28152 -5.30576  0.267
C11 3.98417 -1.61568 1.00066  -0.471
O10 3.78322 -3.03271 0.95962  -0.523
H40 4.56132 -1.35970 0.11358  0.262
H41 3.04601 -1.06759 0.98203  0.195
H42 4.54985 -1.31604 1.88511  0.282
H43 3.25707 -3.27683 1.72416  0.285
C12 -3.58765 -4.58123 -1.73141  -0.527
O11 -2.86847 -5.72748 -2.15349  -0.527
H44 -4.47762 -4.93513 -1.21301  0.239
H45 -3.01149 -3.96175 -1.03854  0.242
H46 -3.90711 -3.95722 -2.57232  0.237
H47 -2.07058 -5.43221 -2.61312  0.362

Cartesian forces (eV/Å) of the 6 atoms listed first:
-0.3 0.1 -0.3
0.7 0.4 -0.1
-0.2 0.0 0.4
-0.2 -0.4 0.1
-0.3 -0.1 0.0
0.1 0.1 0.0

---

No. 4
Entry from the OMol25 dataset: C5H7N in the gas phase (ωB97M-V/def2-TZVPD).

The SMILES is C/C=C/CC#N. The value obtained for the highest occupied orbital energy is -9.581 eV. The value obtained for the orbital gap is 10.561 eV. The value obtained for the relative energy (zero: lowest compared OMol25 entry of this formula, charge and spin) is 59.17 kcal/mol. For the calculated total energy, the calculation gives -6785.947 eV.

Each line ends with the Mulliken charge.
CARTESIAN COORDINATES (ANGSTROEM)
C1 -1.46159 1.02367 -0.00220  -1.310
C2 0.01970 0.53109 -0.06886  -0.033
C3 0.51191 -0.69788 0.05119  -0.371
C4 2.00927 -0.98447 0.06632  -0.383
C5 2.56905 0.28370 0.05989  0.341
N1 2.37836 1.43523 0.01291  -0.552
H1 -1.80025 0.92943 1.04595  0.263
H2 -2.07242 0.29792 -0.48632  0.343
H3 -1.52290 1.93351 -0.39839  0.427
H4 0.51541 1.43180 -0.32637  0.412
H5 -0.20526 -1.43290 0.32391  0.342
H6 2.28649 -1.64418 -0.87225  0.227
H7 2.17311 -1.56284 0.92760  0.294

Cartesian forces (eV/Å) of the 6 atoms listed first:
1.5 -5.5 2.7
-2.8 0.4 -0.5
-0.5 1.7 0.1
-1.7 -3.2 -2.8
0.5 4.4 -0.2
2.5 -1.5 0.2

---

No. 5
Entry from the OMol25 dataset: 2 unconnected molecules or ions with the total composition C4H2Br2N2O (ωB97M-V/def2-TZVPD).

The SMILES is N#C/C=C(\O)Br.N#CBr. The value obtained for the highest occupied orbital energy is -9.644 eV. The value obtained for the orbital gap is 9.633 eV. The value obtained for the relative energy (zero: lowest compared OMol25 entry of this formula, charge and spin) is 18.00 kcal/mol. For the calculated total energy, the calculation gives -149290.347 eV.

Each line ends with the Mulliken charge.
CARTESIAN COORDINATES (ANGSTROEM)
N1 1.30115 1.77950 -1.22313  -0.417
C1 0.97307 0.67221 -1.03719  -0.048
C2 0.58815 -0.67291 -0.80849  -0.243
C3 0.61148 -1.11067 0.45845  0.513
O1 0.87790 -0.47470 1.59800  -0.437
Br1 0.08954 -2.96546 0.80529  -0.167
H1 0.72855 -1.50562 -1.47383  0.408
H2 1.09861 0.34739 1.32842  0.392
N2 -0.96290 1.22695 0.90835  -0.356
C4 -1.90219 1.29827 0.23569  0.292
Br2 -3.40336 1.40503 -0.79158  0.064

Cartesian forces (eV/Å) of the 6 atoms listed first:
-0.6 -2.1 0.4
0.8 2.0 -1.1
1.0 -0.5 0.9
-0.7 -1.7 1.4
-1.1 -5.0 0.1
0.5 1.2 -0.2

---

| no. | F_max (Eh/bohr) |
| --- | --- |
| 1 | 0.085 |
| 2 | 0.116 |
| 3 | 0.015 |
| 4 | 0.123 |
| 5 | 0.102 |